# 1
Molecular formula: C20H40Cr2N4O27
Method: DFT, ωB97M-V/def2-TZVPD

Geometry as XYZ:
```
93
Properties=species:S:1:pos:R:3:forces:R:3:lowdin_spin:R:1
Cr -0.943089 0.273748 -0.040660 -0.81 1.23 -0.47 3.061
Cr -1.326119 4.122562 2.351594 0.19 -0.53 -0.65 4.832
N -2.918524 -0.543460 -2.427534 -4.69 1.29 -2.49 0.004
O -2.153041 -0.651088 -1.495757 5.14 -1.66 5.96 -0.055
O -3.511595 -1.519485 -2.842570 0.61 -1.42 -0.26 -0.028
O -3.198619 0.565615 -2.781851 0.09 2.12 -1.33 -0.004
N -2.091867 3.210270 -0.830891 -2.88 -0.22 -0.51 0.005
O -2.036346 3.932665 0.129788 0.05 2.73 2.19 0.033
O -2.899373 3.291772 -1.713698 -0.50 1.11 -0.71 0.001
O -1.330119 2.248625 -0.854289 4.36 -5.37 0.02 0.006
N 0.878846 1.543762 2.150585 2.68 1.42 2.76 0.008
O 0.720225 0.642996 1.345422 -1.22 -4.82 -3.38 -0.009
O 0.336698 2.566465 1.923258 -2.98 4.56 -0.85 0.031
O 1.666596 1.463734 3.073263 0.19 -1.35 0.43 0.007
N -2.921978 1.192348 2.393954 -0.31 2.04 2.40 0.011
O -3.752679 0.617047 3.054269 -0.65 0.25 0.41 0.015
O -2.556548 2.367941 2.617795 -0.73 -0.36 0.22 0.040
O -2.359472 0.553660 1.520638 2.48 -2.59 -4.16 0.009
C 7.119966 -4.636623 2.365963 -0.35 1.22 -1.23 0.000
C 5.750115 -4.960150 1.759091 0.38 1.19 -0.16 0.000
O 4.660591 -4.227923 2.363680 -1.06 0.95 0.95 0.000
C 4.520512 -2.832679 2.280297 0.15 -2.08 0.73 0.000
O 5.265674 -2.113582 1.671466 -0.77 0.08 0.21 0.000
O 3.432635 -2.525005 3.046625 1.76 -2.08 -0.10 0.000
C 2.910144 -1.228032 3.031497 0.00 1.15 -1.57 0.000
H 7.803019 -5.367184 1.932587 0.28 -0.02 0.60 0.000
H 7.141782 -4.498549 3.446960 -0.20 -0.91 0.04 0.000
H 7.433858 -3.650664 2.023227 0.12 0.01 -0.28 0.000
H 5.663559 -6.044846 1.822671 -1.17 0.14 0.62 0.000
H 5.617253 -4.741927 0.699464 0.88 0.10 -0.21 0.000
H 1.946726 -1.198031 3.540451 0.30 -0.27 0.05 0.000
H 2.769565 -1.041321 1.966842 -0.43 0.70 0.28 0.000
H 3.574811 -0.448879 3.404631 0.08 -0.27 0.26 0.000
C -0.258208 -0.560621 -4.872489 -0.49 0.13 -0.98 0.000
C 0.475666 0.560181 -4.181191 -1.12 -0.12 -0.78 0.000
O 1.594412 0.066778 -3.446777 0.16 -0.26 0.14 0.002
C 1.503807 -0.347916 -2.212444 1.82 0.66 -0.86 0.003
O 0.508457 -0.144025 -1.535695 -0.30 -0.36 1.58 0.012
O 2.726576 -0.850615 -1.925158 -1.92 0.18 -0.17 0.003
C 3.023100 -1.310055 -0.613457 0.03 0.03 0.73 0.000
H -0.598586 -1.355065 -4.208332 0.51 -0.14 0.11 0.000
H 0.239510 -0.913723 -5.775641 0.20 -0.42 0.32 0.000
H -1.204673 -0.149481 -5.223584 -0.08 0.21 -0.12 0.000
H -0.347876 1.054938 -3.666321 0.77 0.37 1.12 0.000
H 0.938039 1.272300 -4.864715 -0.21 -0.13 -0.08 0.000
H 2.662295 -2.321812 -0.428375 -0.29 0.00 -0.21 0.000
H 2.584784 -0.622935 0.110310 0.14 -0.06 0.02 0.000
H 4.109161 -1.340937 -0.526114 -0.16 0.26 -0.04 0.000
C 1.901299 3.072937 -2.386381 -0.84 -1.02 0.77 0.000
C 2.247644 3.265601 -0.903270 -0.38 -0.09 -0.48 0.000
O 3.673887 3.165062 -0.815420 -2.03 0.66 -0.64 0.000
C 4.219364 3.197084 0.356355 2.67 -0.94 3.22 0.000
O 3.826599 3.278291 1.526635 -0.24 0.13 -2.91 0.000
O 5.516432 2.984552 0.032936 0.24 0.25 -0.58 0.000
C 6.533725 2.754838 0.999693 -1.41 0.87 0.44 0.000
H 1.041834 2.405326 -2.447247 -0.64 0.56 0.24 0.000
H 2.598978 2.394496 -2.877366 0.72 0.81 -0.14 0.000
H 1.647039 4.002442 -2.895764 0.47 -0.22 -0.17 0.000
H 1.809275 2.516339 -0.244064 -0.01 -0.23 -0.19 0.000
H 1.880954 4.217859 -0.520075 0.26 0.16 -0.05 0.000
H 7.455479 3.036068 0.490401 0.05 -0.66 0.25 0.000
H 6.376682 1.738341 1.360471 0.82 -0.06 0.00 0.000
H 6.347028 3.449530 1.818624 0.29 -0.10 0.27 0.000
C -9.365430 3.368717 -3.609688 0.68 0.79 0.48 0.000
C -8.319326 4.261209 -2.930568 0.05 1.02 -0.49 0.000
O -7.843920 3.785172 -1.684891 -1.32 -0.94 1.13 0.000
C -6.894241 2.852899 -1.610982 4.32 1.71 -2.28 0.000
O -6.033544 2.722002 -2.488263 -1.99 -0.90 1.08 0.000
O -6.753860 2.468794 -0.367857 -2.30 -0.57 1.28 0.000
C -5.745605 1.693564 0.247292 1.14 0.29 -0.39 0.000
H -9.073753 2.338588 -3.405135 -0.57 -0.11 -0.32 0.000
H -9.432866 3.602024 -4.672288 0.32 -0.30 -0.06 0.000
H -10.319543 3.700285 -3.200010 -0.16 -0.84 0.19 0.000
H -8.834029 5.180827 -2.652212 0.18 0.11 0.06 0.000
H -7.468850 4.571877 -3.537419 0.02 -0.47 -0.23 0.000
H -4.788756 2.059577 -0.124960 0.22 0.04 0.22 0.000
H -5.733223 0.613736 0.099218 -0.69 0.02 -0.54 0.000
H -5.870518 1.861173 1.317056 0.11 0.17 -0.15 0.000
C 0.873727 -5.280167 2.757235 0.06 -1.00 0.40 0.000
C 0.152287 -5.331543 1.389803 -0.11 -1.20 3.65 0.000
O 0.095821 -4.042096 0.861310 -0.69 3.36 -0.65 0.001
C -0.584101 -2.978936 1.440435 -1.42 -1.18 -0.82 0.001
O -0.709262 -1.902805 0.841461 0.68 -1.18 1.04 0.007
O -1.242491 -3.350203 2.578586 1.12 0.47 -1.95 0.001
C -2.159809 -2.486984 3.255681 0.18 0.93 1.36 0.000
H 0.470072 -4.534316 3.441970 0.48 0.46 -0.51 0.000
H 1.959548 -5.298438 2.663602 -0.02 0.71 -0.03 0.000
H 0.677853 -6.164311 3.363887 -0.21 -0.57 -0.41 0.000
H -0.833454 -5.743728 1.605489 -0.33 0.32 -0.41 0.000
H 0.664197 -6.086772 0.793421 0.06 0.90 -0.81 0.000
H -1.923764 -2.586148 4.315186 -0.10 -0.56 0.05 0.000
H -3.205460 -2.759665 3.113039 0.28 -0.09 -0.47 0.000
H -2.003589 -1.413894 3.145285 0.03 -0.17 -1.02 0.000
```
Forces are in eV/Å.

Computed properties:
gap between HOMO and LUMO (alpha / beta)	4.07 / 7.88	eV
spin multiplicity	9
LUMO level (alpha / beta)	-3.5 / -1.6	eV

---

# 2
Molecular formula: C20H40CrN2O21
Method: DFT, ωB97M-V/def2-TZVPD

Geometry as XYZ:
```
84
Properties=species:S:1:pos:R:3:forces:R:3:lowdin_spin:R:1
Cr -0.622824 -0.172177 0.004171 2.36 0.26 0.24 3.763
N -3.186284 -1.227527 1.706411 1.58 -1.24 1.00 -0.032
O -2.187624 -1.350497 0.994521 -0.21 -0.31 -0.29 0.276
O -3.463494 -2.048827 2.562611 -0.34 0.82 -0.85 0.250
O -3.807894 -0.189907 1.566611 -1.18 0.74 -0.06 0.533
N 2.334226 1.151213 -1.034949 -1.05 0.14 -0.45 0.000
O 3.025796 0.486253 -1.768389 0.38 -1.39 -0.48 0.003
O 2.588026 2.289893 -0.757519 1.01 2.30 0.72 0.003
O 1.234116 0.715253 -0.563709 -1.54 -1.34 0.45 0.021
C 2.974716 2.692663 3.344741 -0.63 -0.80 -0.06 0.000
C 1.704746 2.856513 2.487191 3.35 2.53 -0.70 0.000
O 0.622886 2.547053 3.270081 -2.39 -2.07 0.40 0.001
C -0.522694 2.065273 2.798191 0.28 -0.92 -0.65 0.004
O -0.747614 1.421583 1.765071 0.35 1.22 1.40 0.026
O -1.412404 2.328373 3.730851 -1.52 0.83 -0.28 0.001
C -2.815694 2.014873 3.494551 0.27 -0.39 0.86 0.000
H 3.079026 1.621953 3.520221 -0.07 -0.10 0.51 0.000
H 2.841926 3.230803 4.283291 0.26 -0.13 0.01 0.000
H 3.920766 2.944003 2.865231 -0.35 0.54 -0.27 0.000
H 1.925986 2.442633 1.503391 -1.15 -0.66 -0.01 0.000
H 1.538416 3.928533 2.381311 0.49 0.27 -0.75 0.000
H -2.849714 0.944913 3.699771 -0.69 0.06 -0.26 0.000
H -3.302584 2.315853 2.566951 0.99 -0.22 -0.53 0.000
H -3.411094 2.562243 4.225291 0.54 -0.17 0.44 0.000
C 0.093346 2.295843 -5.088029 2.25 -0.55 -0.40 0.000
C -0.345564 1.459623 -3.891869 -0.64 1.60 0.21 0.000
O -0.208324 0.086123 -4.159549 -0.48 -2.76 -0.31 0.004
C -0.462764 -0.858057 -3.250399 -0.38 -0.58 1.41 0.011
O -0.849944 -0.632367 -2.059729 0.82 -1.04 -4.89 0.030
O -0.302394 -2.169907 -3.733819 -0.53 2.35 1.15 0.003
C 0.462356 -2.451567 -4.938239 0.47 1.07 -0.37 0.000
H 0.446446 3.279073 -4.777079 -0.58 0.15 0.06 0.000
H -0.566264 2.329893 -5.955129 -0.69 0.17 0.63 0.000
H 0.988106 1.893283 -5.562839 0.36 -0.31 0.29 0.000
H -1.368154 1.835083 -3.853739 -0.65 -1.04 0.81 0.000
H 0.116096 1.564253 -2.910019 0.35 0.94 -0.24 0.000
H 0.271006 -3.441537 -5.352299 -0.33 -0.08 0.85 0.000
H 1.516276 -2.333497 -4.686389 0.00 -0.20 -0.05 0.000
H 0.249896 -1.761597 -5.754869 -0.22 0.22 0.27 0.000
C -1.847194 -6.071237 0.606841 -0.14 0.16 0.20 0.000
C -1.351844 -4.612237 0.758981 -1.03 -1.30 0.33 0.000
O -0.047874 -4.652067 0.211891 0.54 0.83 -0.44 0.001
C 0.510496 -3.576507 -0.336709 -0.04 0.68 -0.48 0.003
O 0.035446 -2.431937 -0.385359 1.12 -2.50 0.17 0.027
O 1.668816 -4.027767 -0.874489 -1.99 0.34 1.09 0.001
C 2.531276 -3.119367 -1.496529 1.26 0.02 -0.79 0.000
H -1.675624 -6.438167 -0.405109 0.20 0.16 0.00 0.000
H -2.910714 -6.228107 0.786901 -0.08 0.47 0.16 0.000
H -1.334884 -6.730197 1.307841 0.19 0.07 -0.11 0.000
H -1.280164 -4.342227 1.812571 0.01 0.07 0.06 0.000
H -2.035804 -3.912287 0.279031 0.39 0.10 -0.36 0.000
H 3.217036 -2.678167 -0.773229 -0.42 0.49 0.01 0.000
H 2.024256 -2.412257 -2.153069 0.00 0.18 0.43 0.000
H 3.176186 -3.756577 -2.101639 -0.09 0.07 -0.21 0.000
C -0.681784 5.236383 -1.731019 -0.52 -1.07 0.84 0.000
C -1.225584 4.171033 -0.771069 0.49 1.35 -0.38 0.000
O -2.306944 3.533953 -1.489449 -0.63 -1.94 0.77 0.003
C -2.575394 2.228553 -1.274469 -0.54 0.55 -1.55 0.007
O -1.828524 1.441243 -0.728579 -1.14 0.57 -0.02 0.033
O -3.764204 1.938173 -1.905019 0.90 -0.30 0.47 0.002
C -4.184194 0.546203 -2.023979 -0.09 -0.44 0.17 0.000
H 0.181966 5.633423 -1.197739 0.08 0.40 -0.55 0.000
H -1.492534 5.956233 -1.843339 0.42 0.26 -0.33 0.000
H -0.440424 4.744863 -2.673489 0.28 0.39 -0.03 0.000
H -1.632654 4.758523 0.051881 -0.37 -0.55 0.30 0.000
H -0.418934 3.540543 -0.397049 -0.41 -0.65 -0.30 0.000
H -5.110474 0.370203 -2.570899 -0.21 1.46 -0.22 0.000
H -4.454114 0.130713 -1.053099 0.72 -0.02 0.18 0.000
H -3.512204 -0.073087 -2.618129 0.70 0.21 0.62 0.000
C 4.910196 -0.564437 2.521001 -1.12 -0.25 -1.79 0.000
C 3.526236 -0.743267 1.825031 1.08 1.24 1.30 0.000
O 2.659906 -1.069377 2.928721 -0.85 -0.14 -0.54 0.001
C 1.341076 -1.124427 2.745691 1.28 -0.36 -2.19 0.004
O 0.751276 -0.913637 1.683401 0.30 0.00 1.66 0.020
O 0.870306 -1.590217 3.854491 -0.76 -0.39 1.53 0.001
C -0.520194 -1.676377 4.052111 -0.97 -0.53 0.10 -0.001
H 5.556376 -0.379837 1.662821 0.58 -0.12 0.28 0.000
H 5.119756 -1.528017 2.985431 0.41 0.35 0.24 0.000
H 4.964326 0.304883 3.176341 -0.17 -0.35 0.15 0.000
H 3.602136 -1.518827 1.062901 -0.45 -0.07 0.20 0.000
H 3.175846 0.201013 1.408311 0.01 -0.14 -0.32 0.000
H -0.943034 -0.672927 4.101121 -0.23 -0.11 -0.18 0.000
H -0.747164 -2.215187 4.972041 0.67 0.43 0.35 0.000
H -1.001314 -2.342767 3.336191 0.11 0.49 -0.64 0.000
```
Forces are in eV/Å.

Computed properties:
total charge	+1
gap between HOMO and LUMO (alpha / beta)	7.17 / 2.98	eV
spin multiplicity	6
LUMO level (alpha / beta)	-4.2 / -8.5	eV

---

# 3
Molecular formula: C20H40ErNP3SSe
Method: DFT, ωB97M-V/def2-TZVPD

Geometry as XYZ:
```
67
Properties=species:S:1:pos:R:3:forces:R:3:lowdin_spin:R:1
Er 0.097020 -0.373996 -0.738282 1.00 0.31 4.91 3.032
P 2.772975 -1.063704 -0.561062 1.38 -0.21 -0.22 -0.005
P 0.953019 -1.014155 2.477851 0.01 -0.36 1.25 -0.003
P 0.605975 2.112256 0.429283 0.26 1.45 0.52 -0.004
H -2.506997 -0.193988 -3.950114 0.17 0.20 0.37 0.000
C -1.665587 0.449157 -3.681297 0.82 0.41 0.58 -0.003
C -0.754098 0.068415 -2.746208 -1.66 -0.27 -2.65 -0.003
H -1.026005 -0.954967 -2.277976 0.29 1.26 -1.55 -0.001
C 3.260110 -2.774259 -0.996622 -0.30 -0.40 -0.06 -0.001
C 4.208041 -0.494721 0.435818 -0.13 0.31 0.34 -0.001
C 3.024160 -0.194063 -2.160908 -0.06 0.05 0.03 0.001
C -0.289541 -1.176007 3.820024 -0.44 0.17 -0.20 0.000
C 1.707326 -2.668481 2.771355 0.04 0.00 -0.59 0.000
C 2.166885 -0.057031 3.492577 0.01 0.20 -0.55 0.000
C -0.068441 3.342282 -0.752519 -0.08 -0.03 -0.16 0.001
C 2.321240 2.725678 0.665608 0.02 -0.20 -0.16 -0.001
C -0.109289 2.730132 2.006954 -0.29 -0.30 0.12 -0.001
H -1.632080 1.414252 -4.209480 0.27 -0.53 0.18 0.000
H 0.266357 0.572727 -2.635385 -1.41 -0.15 -0.67 0.000
H 2.369729 -3.353099 -1.282682 0.38 0.07 0.08 0.000
H 3.727441 -3.270867 -0.135023 -0.18 0.15 -0.19 0.000
H 3.967890 -2.789833 -1.838719 -0.15 0.08 0.32 0.000
H 4.326737 -1.134637 1.325446 -0.08 0.22 -0.35 0.000
H 4.038989 0.540798 0.767676 0.11 -0.38 -0.06 0.000
H 5.151002 -0.518731 -0.135046 -0.45 -0.14 0.01 0.000
H 2.103472 -0.247914 -2.768931 0.43 -0.04 -0.21 0.000
H 3.835592 -0.700174 -2.696595 -0.21 0.30 -0.14 0.000
H 3.278041 0.861861 -2.006817 -0.05 -0.19 -0.08 0.000
H 0.211902 -1.627198 4.689219 -0.28 0.21 -0.26 0.000
H -1.111874 -1.824298 3.501646 -0.02 0.10 0.19 0.000
H -0.688895 -0.196247 4.104161 -0.05 -0.20 -0.03 0.000
H 1.692335 -2.885669 3.845801 0.10 0.06 -0.29 0.000
H 2.740302 -2.661437 2.415129 -0.05 -0.22 0.03 0.000
H 1.143341 -3.440878 2.243579 0.17 -0.08 0.07 0.000
H 2.252169 -0.545728 4.471614 0.00 0.13 -0.26 0.000
H 1.817571 0.969441 3.634957 0.19 -0.14 0.06 0.000
H 3.143380 -0.051314 3.000755 -0.08 0.13 0.20 0.000
H 0.007398 4.334993 -0.286796 -0.03 -0.20 -0.27 0.000
H -1.123064 3.131470 -0.981465 0.22 0.09 0.07 0.000
H 0.505686 3.338136 -1.690687 -0.14 0.06 0.22 0.000
H 2.306212 3.823490 0.685408 0.05 -0.27 0.02 0.000
H 2.971416 2.386245 -0.149190 -0.04 0.20 0.19 0.000
H 2.707957 2.355356 1.623818 -0.03 0.08 -0.26 0.000
H -0.128400 3.826924 1.978449 0.14 -0.24 0.03 0.000
H 0.488991 2.394520 2.860449 -0.08 0.13 -0.21 0.000
H -1.132981 2.381406 2.168226 0.34 0.17 0.01 0.000
C -3.969332 1.034457 -0.492312 -0.34 -0.27 -0.27 0.000
C -4.396254 0.360010 -1.649357 0.38 0.58 0.15 0.000
C -5.137323 1.097609 -2.600307 0.05 -0.16 0.44 0.000
C -5.484361 2.436985 -2.363574 0.16 -0.37 -0.01 0.000
C -5.182215 3.008646 -1.125619 -0.17 -0.05 -0.38 0.000
C -4.458577 2.302443 -0.177942 0.52 -0.19 0.15 0.000
Se -2.650182 0.287285 0.776438 -0.59 0.73 -0.25 -0.004
H -2.622011 1.641675 1.458272 0.24 -1.20 -0.43 0.000
H -4.140528 -0.700535 -1.787354 -0.16 0.53 -0.15 0.000
H -5.472083 0.609591 -3.515040 0.09 0.08 0.20 0.000
H -6.006679 3.020442 -3.134132 0.19 -0.37 0.46 0.000
H -5.499705 4.019089 -0.911218 -0.08 0.01 0.07 0.000
H -4.252598 2.721690 0.810992 -0.07 0.13 -0.45 0.000
S -0.070656 -4.843343 -1.725725 -0.98 0.57 0.53 0.000
C -0.692096 -4.620628 -0.116003 0.27 0.71 0.13 0.000
C -0.871661 -3.287434 0.157468 -0.11 -0.25 -1.20 0.001
N -0.707380 -2.460611 -0.969191 0.95 -2.27 -0.49 -0.004
C -0.258121 -3.189141 -2.042853 -0.49 0.43 1.42 0.000
H -0.917207 -5.437756 0.570454 0.41 0.11 -0.34 0.000
H -1.104255 -2.820417 1.118857 -0.26 -0.37 -0.44 0.000
H -0.040188 -2.726202 -3.015853 -0.11 -0.40 0.46 0.000
```
Forces are in eV/Å.

Computed properties:
total charge	+3
gap between HOMO and LUMO (alpha / beta)	6.72 / 6.83	eV
spin multiplicity	4
LUMO level (alpha / beta)	-9.8 / -9.7	eV